Entry 1:
A molecular structure, C13H23IN4O3S4Sr, computed with ωB97M-V/def2-TZVPD.

Structure (ORCA input):
```
! RIJCOSX wB97M-V def2-TZVPD def2/J DEFGRID3
* xyz -2 1
Sr -0.0247 1.7088 1.0075
N -1.6695 -0.4819 0.7429
C -2.7421 -0.0302 -0.1104
C -2.7601 1.5046 -0.0855
N -1.5406 2.0114 -0.6350
C -1.5718 2.6206 -1.9285
C -1.1797 1.6692 -3.0598
N 0.1769 1.2172 -2.8442
H -1.2083 -1.3336 0.4400
H -1.9307 -0.5564 1.7233
H -3.7353 -0.4154 0.1977
H -2.5332 -0.3617 -1.1331
H -2.8445 1.8304 0.9561
H -3.6578 1.8812 -0.6079
H -1.2397 2.7606 -0.0296
H -0.8325 3.4342 -1.9274
H -2.5503 3.0820 -2.1529
H -1.3224 2.2045 -4.0250
H -1.8330 0.7889 -3.0677
H 0.7825 2.0102 -2.6656
H 0.5349 0.6981 -3.6364
C 3.2007 -2.1338 3.0838
C 1.8735 -1.4376 2.9238
S 1.3792 -1.2612 1.2432
C 1.2112 -0.8749 3.9499
C 1.7494 -0.9051 5.3593
S -0.2466 0.0783 3.7456
H 3.4248 -2.6238 2.1433
H 3.1891 -2.8713 3.8848
H 3.9779 -1.3971 3.2938
H 2.2298 -1.8522 5.5926
H 0.9330 -0.7251 6.0517
H 2.4890 -0.1127 5.4809
I 4.4339 -2.7290 -2.3054
C 2.3191 -2.7383 -2.4414
C 1.7170 -3.7428 -3.1880
C 0.3312 -3.6970 -3.3026
C -0.3427 -2.6783 -2.6533
N 0.2528 -1.7282 -1.9462
C 1.5748 -1.7411 -1.8436
H 2.2954 -4.5268 -3.6574
H -0.1965 -4.4417 -3.8848
H -1.4228 -2.6076 -2.7077
H 2.0093 -0.9496 -1.2478
O -2.1817 4.5818 0.2323
S -1.0526 4.3097 1.1332
O -1.2943 3.0897 1.9230
O -0.7250 5.4437 1.9948
S 0.5518 4.0307 -0.0147
*
```

Output
HOMO: 0.12 eV



Entry 2:
A single CH2ClIOS molecule, computed with ωB97M-V/def2-TZVPD.

Structure (ORCA input):
```
! RIJCOSX wB97M-V def2-TZVPD def2/J DEFGRID3
* xyz 0 1
C -0.2130 0.7954 0.3542
O -1.2030 -1.6762 -0.3540
S 0.0403 -1.3003 0.1924
Cl 1.3004 -1.4313 -1.4701
I 1.7729 1.6750 0.4239
H -0.8605 0.8567 1.3201
H -0.8372 1.0806 -0.4666
*
```

Output
HOMO: -9.48 eV



Entry 3:
A molecular structure, C8H18Cl2N2O3PPt, computed with ωB97M-V/def2-TZVPD.

Structure (ORCA input):
```
! RIJCOSX wB97M-V def2-TZVPD def2/J DEFGRID3
* xyz 3 5
C 1.0975 -3.7229 -1.3862
C 0.8618 -2.5790 -0.4445
H 0.1984 -4.3388 -1.4428
H 1.9760 -4.3071 -1.0879
H 1.2748 -3.3598 -2.3984
O -0.2122 -2.2709 0.0240
Cl 2.2950 -1.8346 -0.0290
Pt -0.7545 2.1336 -0.0145
P -0.1368 1.4955 -2.0900
C -1.5319 2.0847 -3.0903
C 1.2837 2.5733 -2.3666
H 1.3149 -0.4206 -2.5437
H 0.4613 0.1109 -4.0085
H -0.3972 -0.8391 -2.7735
C 0.3538 -0.0569 -2.9251
H 2.1745 2.0501 -2.0041
H 1.3865 2.7984 -3.4295
H -1.2346 2.2522 -4.1281
H -1.9041 3.0055 -2.6332
H 1.1475 3.4781 -1.7650
H -2.3201 1.3237 -3.0605
C -2.4063 1.5750 0.4279
O -3.4915 1.2701 0.7238
Cl 0.4911 3.9822 0.5268
C 1.0982 -0.2431 4.8130
N -0.2133 -0.5984 4.3422
C -0.6086 -0.3723 3.0427
N -1.8044 -1.0028 2.7232
O 0.0105 0.3428 2.2532
H 1.6666 0.1633 3.9692
H 1.6159 -1.1287 5.2095
H 1.0605 0.5139 5.6094
H -0.8120 -1.1607 4.9318
H -1.9185 -1.1143 1.7232
H -2.0227 -1.8033 3.3016
*
```

Output
HOMO (spin up / spin down): -19.03 / -19.00 eV



Entry 4:
A molecular structure, C32H54GaGeNOSe2Te, computed with ωB97M-V/def2-TZVPD.

Structure (ORCA input):
```
! RIJCOSX wB97M-V def2-TZVPD def2/J DEFGRID3
* xyz 3 2
Ga -1.3750 2.0206 -0.0720
C 6.6197 1.0004 1.3717
Se 5.1737 -0.1229 1.9636
C 4.7514 -1.0045 0.2959
C 3.4869 -1.7905 0.5425
Se 2.1285 -0.5128 1.1342
C 1.3693 -1.5417 2.6011
H 6.3014 1.5881 0.5146
H 7.4472 0.3452 1.0946
H 6.9062 1.6370 2.2040
H 5.6126 -1.6050 -0.0114
H 4.6078 -0.2098 -0.4354
H 3.6078 -2.5048 1.3566
H 3.1846 -2.3351 -0.3499
H 2.1096 -1.6778 3.3848
H 1.0235 -2.5018 2.2266
H 0.5271 -0.9785 2.9955
C 2.7469 5.8630 -0.8242
C 1.6776 6.8193 -1.3380
C 0.3063 6.6244 -0.7049
C -0.3005 5.2282 -0.9423
Ge 0.3136 3.8752 0.3301
C 0.0519 4.2750 2.2266
C 1.1653 5.1453 2.8472
C 2.2648 4.3463 3.5445
C 3.0497 3.4016 2.6399
H 3.7281 6.1338 -1.2117
H 2.5589 4.8314 -1.1384
H 2.8158 5.8865 0.2684
H 1.5875 6.7182 -2.4228
H 1.9911 7.8481 -1.1547
H -0.3834 7.3566 -1.1292
H 0.3514 6.8468 0.3662
H -0.0963 4.8852 -1.9592
H -1.3864 5.2774 -0.8298
H 1.5598 3.0655 -0.0319
H -0.0482 3.3445 2.7910
H -0.9126 4.7841 2.2816
H 0.7008 5.8040 3.5824
H 1.6126 5.8090 2.1005
H 1.8236 3.7826 4.3714
H 2.9594 5.0550 3.9984
H 2.4311 2.5819 2.2613
H 3.8765 2.9526 3.1924
H 3.4729 3.9300 1.7820
C -2.0970 -1.3311 -0.9891
C -3.0583 -0.1908 -0.8302
O -4.3039 -0.5815 -1.1061
N -2.7968 1.0087 -0.4740
Te -5.7355 0.8137 -1.0655
C -7.2198 -0.3378 -1.9958
C -6.9597 -1.3191 -2.9558
C -5.5899 -1.6659 -3.4731
C -8.0577 -1.9985 -3.4693
C -9.3629 -1.7122 -3.0866
C -10.5250 -2.4661 -3.6613
C -9.5731 -0.6759 -2.1814
C -8.5210 0.0340 -1.6251
C -8.8291 1.1736 -0.6865
C -6.1932 0.5608 0.9444
C -6.1666 1.7309 1.7228
C -5.7639 3.0770 1.1737
C -6.5621 1.6342 3.0465
C -6.9783 0.4255 3.5999
C -7.3994 0.3382 5.0357
C -6.9800 -0.7099 2.7946
C -6.6022 -0.6794 1.4594
C -6.6768 -1.9545 0.6627
H -2.5729 -2.2763 -0.7385
H -1.2066 -1.1821 -0.3829
H -1.8038 -1.3760 -2.0406
H -4.9787 -0.7761 -3.6423
H -5.6800 -2.1806 -4.4271
H -5.0525 -2.3226 -2.7880
H -7.8843 -2.7687 -4.2116
H -10.2002 -3.2230 -4.3715
H -11.2075 -1.7858 -4.1719
H -11.0908 -2.9586 -2.8696
H -10.5870 -0.3999 -1.9147
H -9.8165 1.5758 -0.9055
H -8.1389 2.0217 -0.7975
H -8.8152 0.8650 0.3597
H -4.8104 3.0298 0.6402
H -5.6597 3.7971 1.9820
H -6.5133 3.4825 0.4885
H -6.5576 2.5255 3.6623
H -7.6072 1.3214 5.4524
H -6.6104 -0.1223 5.6335
H -8.2894 -0.2808 5.1434
H -7.2939 -1.6562 3.2196
H -6.6069 -2.8093 1.3321
H -5.8823 -2.0419 -0.0780
H -7.6311 -2.0271 0.1364
*
```

Output
HOMO (spin up / spin down): -15.23 / -15.23 eV



Table of DFT total energy (a.u.), in record order: -2875.11042, -1270.55689, -2030.65175, -10453.31912